## one
The molecule C5H10O2, computed with ωB97M-V/def2-TZVPD.

Summary:
HOMO-LUMO gap, Eh: 0.37169

Each line ends with the Löwdin charge.
Element x y z (Å)
1 H 0.939 1.442 -1.660  0.10
2 H -1.086 1.789 0.229  0.09
3 H -0.295 0.397 -2.369  0.09
4 H -1.953 0.581 -0.746  0.08
5 H 0.986 -0.923 2.029  0.08
6 H 0.539 0.788 2.134  0.09
7 O -0.557 -1.506 -0.126  -0.03
8 H -0.639 -0.484 2.542  0.09
9 H 1.384 -1.896 0.086  0.14
10 C 0.652 -0.410 -0.659  -0.36
11 C 0.690 0.409 -1.904  0.02
12 C -0.338 -0.244 0.440  -0.59
13 H -2.207 0.636 0.986  0.08
14 C 0.178 -0.209 1.874  -0.01
15 O 1.749 -1.146 -0.455  0.06
16 H 1.417 0.011 -2.608  0.09
17 C -1.458 0.764 0.206  -0.02

=====

## two
A cluster of 2 separate species, C5H10O2 in total, computed with ωB97M-V/def2-TZVPD.

Summary:
HOMO-LUMO gap, Eh: 0.34241

Each line ends with the Löwdin charge.
Element x y z (Å)
1 C 2.231 0.411 -0.978  0.00
2 H -0.910 1.646 -1.268  0.10
3 H 1.196 0.165 1.081  0.07
4 H -2.284 -0.823 0.740  0.08
5 H -0.666 -2.009 -0.613  0.03
6 H 2.347 -0.222 -0.104  0.04
7 H -0.145 -2.259 0.804  0.02
8 H 3.175 0.408 -1.507  0.05
9 C -0.583 0.426 0.393  -0.41
10 H -2.069 0.423 1.911  0.09
11 O 0.288 -0.042 1.335  0.04
12 C 1.179 1.189 -1.223  -0.16
13 H -2.725 0.708 0.238  0.09
14 O -0.665 -2.653 0.101  -0.05
15 C -0.186 1.173 -0.645  -0.06
16 C -1.974 0.221 0.860  -0.02
17 H 1.171 1.735 -2.162  0.09

=====

## three
A structure of composition C5H10O2, computed with ωB97M-V/def2-TZVPD.

Summary:
HOMO-LUMO gap, Eh: 0.35421

Each line ends with the Löwdin charge.
Element x y z (Å)
1 H 2.291 2.155 -0.830  0.09
2 O -1.100 -1.810 0.471  -0.07
3 H 0.830 -1.004 -1.106  0.16
4 C -1.191 -0.641 -0.379  -0.35
5 H 2.784 0.706 0.084  0.09
6 C 0.294 -0.390 -0.335  -0.26
7 C 0.060 -1.291 1.083  -0.10
8 H -1.608 0.741 1.255  0.08
9 H -1.589 -0.924 -1.349  0.14
10 H 1.039 -1.524 0.769  0.09
11 H 2.393 0.581 -1.657  0.09
12 H -0.170 -0.670 1.944  0.11
13 H -1.874 1.384 -0.371  0.09
14 C 2.124 1.080 -0.712  -0.09
15 H -3.019 0.194 0.321  0.08
16 O 0.755 0.916 -0.387  -0.14
17 C -1.973 0.489 0.252  -0.03

=====

Unit: hartree. Relative energies: one 0.0044; two 0.0000; three 0.0778.

=====

## one
A cluster of 2 separate species, C5H10O2 in total, computed with ωB97M-V/def2-TZVPD.

Summary:
HOMO-LUMO gap (alpha / beta), Eh: 0.30534 / 0.29324

Each line ends with the Löwdin charge.
Element x y z (Å)
1 C -0.459 1.286 0.927  -0.08
2 H -1.502 1.379 1.195  0.11
3 C 0.196 1.536 -0.400  -0.35
4 H -2.040 -1.249 -0.323  0.03
5 C 1.596 0.927 -0.122  -0.10
6 H 1.961 -0.708 1.532  0.12
7 H -0.667 0.022 -1.279  0.05
8 O 0.192 0.304 1.543  -0.03
9 O -0.481 0.944 -1.503  -0.03
10 H -1.316 -2.588 -1.265  0.03
11 H 2.253 1.734 0.247  0.13
12 H 2.047 0.498 -1.022  0.12
13 H -1.687 -2.802 0.467  0.03
14 C -1.345 -2.094 -0.292  -0.04
15 H -0.340 -1.750 -0.019  0.00
16 C 1.323 -0.032 0.982  -0.15
17 H 0.268 2.592 -0.667  0.14

=====

## two
A cluster of 2 separate species, C5H10O2 in total, computed with ωB97M-V/def2-TZVPD.

Summary:
HOMO-LUMO gap, Eh: 0.40199

Each line ends with the Löwdin charge.
Element x y z (Å)
1 H 0.679 2.837 0.644  0.04
2 C 1.175 0.451 -0.897  -0.05
3 O 1.207 2.381 1.314  -0.08
4 O -0.812 0.803 0.487  -0.05
5 C -0.530 0.659 -0.912  -0.08
6 H 0.646 1.601 1.453  0.02
7 C -1.607 -1.530 0.381  0.00
8 H 0.908 -1.647 -0.962  0.12
9 H 1.837 0.287 -1.763  0.10
10 H 1.408 -1.137 0.685  0.12
11 H 1.758 1.083 -0.208  0.08
12 C -0.608 -0.513 -0.032  -0.50
13 H -1.416 0.970 -1.513  0.15
14 C 0.846 -0.864 -0.204  -0.14
15 H -2.627 -1.147 0.368  0.09
16 H -1.514 -2.417 -0.249  0.09
17 H -1.350 -1.814 1.410  0.10

=====

## three
The molecule C5H10O2, computed with ωB97M-V/def2-TZVPD.

Summary:
HOMO-LUMO gap, Eh: 0.38678

Each line ends with the Löwdin charge.
Element x y z (Å)
1 H -2.518 0.794 0.772  0.12
2 C 0.136 -0.560 0.341  -0.24
3 H -0.001 -1.023 1.329  0.14
4 C -0.338 0.956 0.360  -0.14
5 O -1.855 -0.052 -1.042  -0.14
6 C -0.856 -1.126 -0.703  -0.10
7 C 1.635 -0.569 -0.007  -0.24
8 H 1.764 -0.324 -1.076  0.12
9 H 2.153 -1.529 0.165  0.12
10 H -1.444 -1.974 -0.336  0.11
11 H 0.190 1.433 -0.477  0.12
12 H -0.369 -1.410 -1.648  0.12
13 H -1.882 1.981 -0.402  0.12
14 H 3.149 0.473 0.677  0.09
15 C -1.783 0.945 -0.042  -0.25
16 O 2.199 0.433 0.825  -0.08
17 H -0.179 1.553 1.264  0.12

=====

## four
A cluster of 3 separate species, C5H10O2 in total, computed with ωB97M-V/def2-TZVPD.

Summary:
HOMO-LUMO gap, Eh: 0.37109

Each line ends with the Löwdin charge.
Element x y z (Å)
1 H 0.157 0.402 -2.278  0.12
2 H 1.850 -2.048 0.068  0.12
3 C 1.007 0.014 -1.702  -0.16
4 C 0.965 -1.607 -0.407  -0.15
5 H 1.920 0.546 -1.998  0.12
6 C -1.767 1.190 1.621  -0.19
7 H 0.840 1.779 0.702  0.08
8 H -1.432 -0.613 -0.945  0.07
9 H 0.821 0.308 1.843  0.07
10 H -1.199 1.333 2.559  0.08
11 H 0.083 -2.219 -0.177  0.12
12 O -2.487 0.238 1.457  -0.05
13 C 0.845 -0.119 -0.209  -0.30
14 H -1.918 -0.473 -0.401  0.08
15 C 0.821 0.699 0.830  0.01
16 O 1.132 -1.414 -1.824  -0.11
17 H -1.638 1.983 0.860  0.09

=====

Unit: hartree. Relative energies: one 0.0852; two 0.0630; three 0.0000; four 0.1081.

=====

## one
A cluster of 2 separate species, C5H10O2 in total, computed with ωB97M-V/def2-TZVPD.

Summary:
HOMO-LUMO gap (alpha / beta), Eh: 0.28750 / 0.30279

Each line ends with the Löwdin charge.
Element x y z (Å)
1 H 2.110 0.830 -1.101  0.05
2 H -0.104 -0.525 2.087  0.12
3 H 1.374 1.843 1.991  0.11
4 H -1.307 -1.058 -1.789  0.12
5 H 2.642 0.915 -0.574  0.07
6 H 0.369 -1.373 -1.270  0.12
7 O -1.109 -2.354 -0.162  -0.06
8 H 1.169 -0.720 0.871  0.11
9 C -0.665 -1.237 -0.911  -0.25
10 H -0.931 1.876 -1.313  0.11
11 H -1.064 -3.129 -0.733  0.09
12 O 0.338 2.002 0.253  -0.06
13 C -0.711 -0.024 0.000  -0.29
14 C -0.316 1.275 -0.656  -0.13
15 C 0.307 -0.097 1.169  -0.12
16 C 0.716 1.338 1.299  -0.15
17 H -1.739 0.043 0.404  0.15

=====

## two
A cluster of 2 separate species, C5H10O2 in total, computed with ωB97M-V/def2-TZVPD.

Summary:
HOMO-LUMO gap, Eh: 0.38706

Each line ends with the Löwdin charge.
Element x y z (Å)
1 H 0.281 1.565 -1.233  0.13
2 H -0.554 -1.382 -1.665  0.13
3 C -1.079 0.445 1.423  -0.04
4 O -0.970 0.011 -3.191  -0.05
5 H 0.706 -1.531 1.515  0.08
6 O 1.552 0.006 -1.190  0.04
7 C 1.154 -0.612 1.906  -0.11
8 H -1.717 1.324 1.340  0.06
9 C -0.754 -0.313 -1.826  -0.23
10 H 2.075 -0.423 1.343  0.07
11 H 0.625 1.536 1.954  0.10
12 C 0.208 0.546 1.758  -0.25
13 H -1.660 -0.024 -1.276  0.11
14 H -0.209 -0.320 -3.689  0.10
15 C 0.449 0.480 -1.342  -0.26
16 H -1.534 -0.526 1.214  0.06
17 H 1.427 -0.783 2.959  0.08

=====

## three
The molecule C5H10O2, computed with ωB97M-V/def2-TZVPD.

Summary:
HOMO-LUMO gap, Eh: 0.39310

Each line ends with the Löwdin charge.
Element x y z (Å)
1 O -0.824 2.005 -1.647  -0.05
2 H 0.095 -1.471 -1.338  0.12
3 C 0.923 -1.086 -0.708  -0.18
4 H -1.851 1.812 0.097  0.13
5 O 0.988 0.321 -0.707  -0.14
6 H -0.112 1.504 -2.077  0.09
7 H 1.841 -1.343 -1.260  0.13
8 H 1.645 -1.393 1.371  0.11
9 C -0.184 -0.245 1.306  -0.12
10 C 0.065 0.839 0.243  -0.33
11 C -1.179 1.226 -0.533  -0.23
12 H 0.059 0.120 2.316  0.11
13 H -1.715 0.307 -0.839  0.13
14 H 0.216 -2.380 0.985  0.10
15 H 0.576 1.722 0.628  0.15
16 H -1.250 -0.518 1.358  0.11
17 C 0.706 -1.419 0.805  -0.13

=====

## four
The molecule C5H10O2, computed with ωB97M-V/def2-TZVPD.

Summary:
HOMO-LUMO gap, Eh: 0.39607

Each line ends with the Löwdin charge.
Element x y z (Å)
1 H 0.701 -0.977 -2.380  0.11
2 C 0.758 0.769 0.562  -0.39
3 H -0.222 1.087 -1.336  0.15
4 C -0.030 0.257 -0.640  -0.29
5 C -1.011 -1.515 -1.025  -0.17
6 O -1.267 -0.357 -0.215  -0.10
7 H 1.615 1.351 0.201  0.15
8 O 1.320 -0.298 1.308  -0.03
9 C 0.416 -1.043 -1.329  -0.08
10 H -0.542 2.490 0.884  0.09
11 C -0.140 1.637 1.441  -0.04
12 H -0.988 1.041 1.796  0.08
13 H 1.186 -1.569 -0.760  0.11
14 H -1.676 -1.551 -1.897  0.11
15 H -1.127 -2.439 -0.448  0.12
16 H 0.587 -0.888 1.533  0.10
17 H 0.418 2.007 2.306  0.08

=====

Unit: hartree. Relative energies: one 0.1349; two 0.0352; three 0.0000; four 0.0173.

=====

## one
A cluster of 3 separate species, C5H10O2 in total, computed with ωB97M-V/def2-TZVPD.

Summary:
HOMO-LUMO gap, Eh: 0.35402

Each line ends with the Löwdin charge.
Element x y z (Å)
1 C 0.141 -0.399 0.447  -0.31
2 H -0.511 -0.541 -1.769  0.20
3 H 1.638 -0.125 -1.061  0.12
4 H -1.102 -2.176 -0.267  0.12
5 H -2.624 1.280 0.495  0.12
6 C -0.889 -1.121 -0.399  -0.16
7 H 0.212 1.690 -0.226  0.12
8 C -1.760 0.856 0.010  -0.21
9 C -0.374 1.053 0.451  -0.16
10 H 3.311 0.080 0.522  0.10
11 O 2.406 0.130 0.869  -0.06
12 C 1.562 -0.551 -0.047  -0.26
13 H 0.105 -0.800 1.470  0.15
14 H -1.526 1.139 -1.415  0.19
15 H 1.808 -1.625 -0.117  0.13
16 H -0.339 1.523 1.435  0.12
17 O -2.059 -0.413 -0.398  -0.19

=====

## two
A cluster of 2 separate species, C5H10O2 in total, computed with ωB97M-V/def2-TZVPD.

Summary:
HOMO-LUMO gap, Eh: 0.38169

Each line ends with the Löwdin charge.
Element x y z (Å)
1 C 0.556 0.443 -0.686  -0.43
2 H 1.987 1.801 0.061  0.08
3 H -2.164 -2.157 0.813  0.11
4 C 0.120 -0.265 0.557  -0.36
5 C -1.356 0.040 0.647  -0.10
6 H 0.709 0.036 1.436  0.16
7 H -1.331 -1.605 2.295  0.11
8 O 0.314 -0.341 -1.805  0.01
9 H -1.302 1.262 0.645  0.14
10 H -0.172 -1.136 -1.518  0.10
11 C -1.417 -1.456 1.215  -0.12
12 H 1.731 1.839 -1.697  0.09
13 H -1.804 -0.073 -0.348  0.10
14 H -0.305 1.568 -0.366  0.18
15 C 1.849 1.184 -0.830  -0.06
16 O -0.138 -1.686 0.571  -0.10
17 H 2.722 0.547 -0.989  0.08

=====

## three
The molecule C5H10O2, computed with ωB97M-V/def2-TZVPD.

Summary:
HOMO-LUMO gap (alpha / beta), Eh: 0.30642 / 0.30647

Each line ends with the Löwdin charge.
Element x y z (Å)
1 H 1.339 0.926 -0.873  0.08
2 C -1.454 0.449 0.321  -0.19
3 H 0.516 -1.803 -1.281  0.14
4 H -0.743 -1.503 1.078  0.11
5 C 1.582 -0.549 0.190  -0.17
6 H -0.394 2.275 -0.394  0.11
7 H 2.505 -1.007 -0.191  0.12
8 O 0.211 0.228 -1.546  -0.20
9 H 0.081 1.722 1.273  0.10
10 H -2.124 0.683 -0.509  0.12
11 O 1.684 0.866 0.106  -0.12
12 C -0.347 1.452 0.311  0.15
13 H -1.714 -1.564 -0.393  0.11
14 C -0.935 -0.996 0.125  -0.13
15 C 0.342 -0.868 -0.726  -0.45
16 H -2.006 0.528 1.268  0.12
17 H 1.457 -0.839 1.239  0.12

=====

## four
The molecule C5H10O2, computed with ωB97M-V/def2-TZVPD.

Summary:
HOMO-LUMO gap (alpha / beta), Eh: 0.27175 / 0.27142

Each line ends with the Löwdin charge.
Element x y z (Å)
1 C -0.604 -0.999 1.380  -0.02
2 H 3.000 -0.167 -0.042  0.08
3 C 2.070 -0.493 0.429  -0.13
4 C -0.472 0.267 0.534  -0.74
5 C -0.944 0.169 -0.852  0.14
6 H -0.378 2.146 -1.344  0.10
7 O 1.041 0.369 -0.023  -0.14
8 H -0.064 -0.860 2.315  0.09
9 H -0.569 1.007 -2.740  0.10
10 C -0.944 1.317 -1.758  -0.05
11 H -1.982 1.634 -1.925  0.11
12 H -1.437 -0.743 -1.197  0.14
13 H -0.237 -1.897 0.879  0.08
14 H 2.187 -0.430 1.516  0.09
15 H -1.658 -1.133 1.622  0.09
16 O -0.907 1.358 1.047  -0.02
17 H 1.899 -1.542 0.159  0.08

=====

Unit: hartree. Relative energies: one 0.0121; two 0.0142; three 0.0019; four 0.0000.